ORCA calculation (ωB97M-V with the def2-TZVPD basis set) on the molecule C3H5N at a distorted geometry.

Output
HOMO level (alpha / beta) in eV: -9.2 / -9.5
Multiplicity: 1
LUMO level (alpha / beta) in eV: -0.17 / -0.14
SMILES: N=C1CC1
Energy above the lowest of the compared OMol25 structures with the same formula, charge and spin in kcal/mol: 112.7

Cartesian coordinates (Å):
N1 2.14 -0.01 0.06
C1 -0.60 -0.89 -0.05
C2 0.54 -0.03 -0.17
C3 -0.68 0.68 -0.06
H1 2.48 0.84 0.45
H2 -1.09 1.19 -1.05
H3 -1.14 1.11 0.88
H4 -1.01 -1.35 -0.85
H5 -0.65 -1.54 0.79

Mulliken population analysis, charges in e, atoms 1 to 2: number 1, N, carries -0.4931; number 2, C, carries -0.5832